1.
This record from OMol25 describes a cluster of 2 separate species, C4H11NO in total at a distorted geometry. The level of theory is ωB97M-V with the def2-TZVPD basis set.

For the energy above the lowest of the compared OMol25 structures with the same formula, charge and spin, the calculation gives 27.3 kJ/mol. The HOMO-LUMO gap is 10.60 eV. For the total energy, the calculation gives -289.006635 hartree. As for the SMILES: CC(N)=O.CC.

XYZ file:
```
17
Properties=species:S:1:pos:R:3:forces:R:3:mulliken_charge:R:1
C 0.0231 1.2483 0.8123 0.8 -0.6 0.1 -0.71
C -1.3970 0.7848 0.9654 -0.3 -0.2 0.2 0.69
N -1.5510 -0.5777 1.0734 0.5 0.8 0.0 -0.39
O -2.3541 1.5254 0.9350 -0.1 0.2 0.0 -0.61
H 0.2765 1.0878 -0.2359 0.1 0.3 0.0 -0.02
H 0.7086 0.6197 1.3837 0.0 -0.2 0.0 0.30
H 0.2633 2.2599 1.1152 -0.6 0.2 -0.1 0.32
H -2.4963 -0.9203 1.0592 0.2 -0.3 0.1 0.22
H -0.7307 -1.1621 1.1214 -0.5 -0.2 0.0 0.19
C 1.4927 -1.0853 -1.8765 -0.3 0.0 0.1 -0.65
C 2.9095 -1.3595 -1.3993 0.8 1.4 0.1 -0.85
H 1.3322 -1.5026 -2.8681 -0.2 -0.1 0.0 0.35
H 0.7616 -1.4784 -1.1679 0.0 -0.4 -0.2 0.13
H 1.2135 -0.0329 -1.9332 0.5 0.2 -0.1 0.20
H 2.9937 -1.2903 -0.3128 -0.1 -0.6 0.0 0.26
H 3.6057 -0.5595 -1.6958 -0.3 -0.1 -0.3 0.26
H 3.3688 -2.2563 -1.8040 -0.3 -0.3 0.3 0.30
```
Forces are in eV/Å.

***

2.
This record from OMol25 describes a structure of composition C22H35N3O4 at a distorted geometry. The level of theory is ωB97M-V with the def2-TZVPD basis set.

For the energy above the lowest of the compared OMol25 structures with the same formula, charge and spin, the calculation gives 1700.8 kJ/mol. The HOMO-LUMO gap is 7.92 eV. For the total energy, the calculation gives -1323.907110 hartree.

XYZ file:
```
64
Properties=species:S:1:pos:R:3:forces:R:3:mulliken_charge:R:1
C 7.2139 1.5897 0.5272 -2.0 0.4 -0.2 -0.81
C 6.4605 1.0023 -0.6782 -3.2 -0.4 0.1 -0.38
H 7.0825 0.7663 -1.5377 0.1 -0.3 0.2 0.42
H 5.6369 1.7233 -1.0461 1.4 -1.0 0.6 0.28
O 5.6284 -0.3318 -0.3930 -0.9 4.1 1.9 -0.31
C 4.3916 -0.0585 0.4492 3.2 3.1 -3.2 0.48
O 3.8712 0.9815 0.7827 2.2 -0.2 -0.8 -0.55
C 3.8245 -1.2885 0.6801 -0.7 -4.0 8.6 0.46
C 2.5280 -1.1009 1.5490 1.5 3.1 -0.1 -1.63
H 2.8164 -0.4829 2.4569 -0.5 0.2 -1.4 0.50
H 2.2316 -1.8937 2.0786 -1.1 -4.1 1.1 0.73
C 1.3237 -0.4766 0.6968 2.8 -4.3 1.6 -0.95
N 1.2252 -1.5785 -0.4806 8.4 11.8 3.7 -0.01
C 0.2561 -2.2375 -0.3872 -6.1 -8.0 -3.7 0.94
C -1.0006 -2.5593 0.0897 -2.5 4.4 5.9 0.27
N -1.7907 -1.9158 1.2663 3.7 -8.4 -4.4 -0.16
H -1.5570 -1.0446 1.2621 0.9 6.8 0.2 0.39
C -3.1213 -2.3471 1.4787 1.1 -1.7 -2.1 -1.02
H -3.3032 -1.6594 2.2326 -1.5 0.2 2.7 0.67
C -4.0627 -1.9376 0.3490 3.3 -1.5 -4.3 -1.28
H -3.9160 -2.7186 -0.6540 -0.1 2.2 2.8 0.25
C -3.9407 -0.4918 -0.2089 3.1 -1.6 -4.7 -0.38
N -3.7093 0.5669 0.7050 -1.2 -1.5 -0.1 0.13
C -5.0366 0.7519 1.4765 0.2 -6.8 -7.0 -1.31
H -4.8364 1.6103 1.8494 0.5 5.0 5.0 0.71
H -5.6665 1.0883 0.6038 -0.7 -0.8 0.9 0.37
H -5.3197 -0.4035 1.7575 0.4 3.7 0.5 0.22
C -3.0308 1.8487 0.1484 -1.2 -5.8 -0.1 -0.64
C -1.6233 1.4953 0.2312 4.0 1.4 -0.7 0.45
C -0.8465 2.8257 -0.1472 -9.4 1.0 0.0 -1.68
C -1.3982 3.5223 -1.5905 -2.6 -6.3 3.2 -1.04
C -2.9565 3.5437 -1.6042 2.5 1.8 2.2 -0.95
C -3.5540 2.2709 -1.1391 -2.5 -2.0 -4.0 -0.47
H -3.3792 1.3962 -1.9816 -0.1 1.9 2.1 0.21
H -4.7023 2.2876 -1.1107 1.5 0.3 0.0 0.32
H -3.2588 4.1493 -2.3937 -1.1 -0.2 -2.5 0.53
H -3.1561 4.3035 -0.8768 -0.5 0.4 1.4 0.38
H -0.9438 4.3942 -1.4908 1.9 4.0 -0.9 0.59
H -1.1675 2.7676 -2.3317 1.1 0.5 -0.6 0.32
H 0.0863 2.8608 -0.1782 8.4 -0.8 -0.7 0.90
H -1.0080 3.5063 0.7380 -0.5 -0.1 -1.0 0.45
H -1.3231 1.2630 1.3323 -0.5 -0.3 -2.2 0.29
H -1.3626 0.7504 -0.6050 -0.3 0.5 1.7 -0.18
H -3.3284 2.2985 0.9764 -0.7 4.1 3.1 0.68
H -4.7586 -0.3250 -1.1329 1.7 -0.3 2.5 0.17
H -2.7428 -0.6621 -0.9596 -3.6 0.8 2.1 0.06
H -4.9758 -2.2147 0.6233 -4.3 -0.7 1.3 0.84
H -2.9594 -3.5153 1.6239 -1.5 2.5 0.2 0.34
C -1.1758 -3.7209 -0.5976 -5.8 -6.2 1.6 0.28
O -2.1393 -4.6481 -0.3679 4.6 3.8 -1.8 -0.75
C 0.0793 -3.4615 -1.3286 0.0 -0.7 -1.5 -0.23
O 0.6541 -3.9084 -2.3027 0.0 0.6 1.1 -0.66
C 2.5545 -1.4776 -1.3162 -3.1 -9.8 3.7 -1.40
H 2.1753 -2.2536 -1.9689 1.1 0.5 -1.8 0.61
C 3.6494 -2.2212 -0.3244 -5.9 0.5 -4.7 -1.50
H 4.4541 -2.1234 -0.8712 4.4 -1.0 -3.1 0.85
H 3.2330 -3.2237 -0.1975 0.5 0.3 0.6 0.35
H 2.5630 -0.5362 -1.5253 0.8 5.6 -1.8 0.67
H 0.5511 -0.4443 1.4230 -1.5 -0.4 -0.2 0.22
H 1.8239 0.4274 0.7622 0.0 2.7 -2.5 0.80
H 4.6763 -1.8954 1.3049 -1.7 1.7 -0.3 0.37
H 7.9014 0.8278 0.9079 0.0 0.4 0.1 0.27
H 7.7798 2.4414 0.0006 -0.8 -0.9 1.5 0.32
H 6.3795 1.8968 1.3648 2.5 -0.4 -2.1 0.23
```
Forces are in eV/Å.

***

3.
This record from OMol25 describes a structure of composition C15H15FeNO5 at a distorted geometry. The level of theory is ωB97M-V with the def2-TZVPD basis set.

The HOMO-LUMO gap (alpha / beta) is 5.59 / 7.49 eV. For the total energy, the calculation gives -2275.040734 hartree. As for the spin multiplicity: 5. The expectation value of S² is 6.098.

XYZ file:
```
37
Properties=species:S:1:pos:R:3:forces:R:3:mulliken_charge:R:1
O 3.6629 4.4387 -0.8382 -1.5 -1.3 -0.4 -0.40
C 2.8861 3.5987 -1.0364 3.1 2.8 0.4 0.05
Fe 1.7986 2.2305 -1.1342 1.9 -0.6 -1.0 0.46
C 3.1206 0.9535 -1.1782 1.6 -2.8 0.8 0.29
O 3.8254 0.0601 -0.9382 -1.3 2.1 -0.6 -0.34
C 1.7326 2.1815 0.6148 0.2 -1.3 5.0 0.21
O 1.8129 1.9968 1.7619 -0.4 0.7 -2.4 -0.37
C -0.0440 0.5778 -1.2531 -0.4 -1.2 -0.2 0.59
C -1.1035 1.3657 -0.7882 -0.6 0.3 0.3 -0.22
C -1.0496 2.7407 -0.7627 -0.3 -0.2 0.2 -0.79
C 0.1186 3.4635 -1.1681 -1.9 2.1 -0.2 0.28
C 0.7052 3.3234 -2.4656 0.1 0.6 0.8 -0.74
C 0.7863 2.0914 -3.1066 -0.7 -0.5 -2.4 -0.64
C 0.7696 0.8895 -2.3667 0.3 -0.8 -0.2 -1.08
H 0.1125 -0.4182 -0.8285 -0.2 0.2 -0.3 -0.02
H -1.9921 0.8799 -0.3684 0.4 0.1 0.0 0.47
H -1.9061 3.2938 -0.3479 0.6 -0.2 0.0 0.37
H 0.2716 4.4274 -0.6591 -0.3 -0.3 -0.6 0.54
H 1.1391 4.2128 -2.9308 -0.2 -0.3 0.1 0.41
H 1.1137 2.0488 -4.1514 0.1 0.1 0.5 0.34
H 1.3166 0.0312 -2.7989 -0.4 0.5 0.2 0.62
O 1.3643 -2.7354 1.2972 0.3 -0.7 -1.1 -0.44
C 1.1049 -3.3579 0.3398 -1.0 -0.3 -0.6 0.99
C -1.4619 -3.1303 0.7701 0.4 -3.5 -1.8 -1.31
C -1.4689 -3.8751 2.0300 0.3 0.5 0.7 -0.12
C -1.9499 -2.7996 3.0283 -0.5 -0.3 0.5 -0.63
C -1.9331 -1.4576 2.2983 0.2 0.2 -0.3 -0.49
N -1.6592 -1.8455 0.9076 -0.9 3.9 1.1 0.07
O 0.8099 -3.9746 -0.6247 1.4 0.9 1.5 -0.49
H -1.4416 -3.6095 -0.1956 -0.2 0.2 0.0 0.69
H -2.1018 -4.7537 1.9997 -0.2 -0.2 0.1 0.32
H -0.4667 -4.1923 2.3363 0.1 -0.3 0.0 0.12
H -2.9729 -3.0311 3.3279 0.1 0.0 0.2 0.25
H -1.3265 -2.7567 3.9202 -0.1 -0.1 0.0 0.32
H -2.8983 -0.9506 2.3973 0.1 0.0 -0.1 0.36
H -1.1643 -0.7843 2.7001 0.0 -0.1 -0.2 0.26
H -1.5111 -1.1333 0.2121 0.0 -0.4 0.0 0.10
```
Forces are in eV/Å.

***

> The highest total energy belongs to which entry?

C4H11NO

***

Please write out number 1 again, unchanged.
This record from OMol25 describes a cluster of 2 separate species, C4H11NO in total at a distorted geometry. The level of theory is ωB97M-V with the def2-TZVPD basis set.

For the energy above the lowest of the compared OMol25 structures with the same formula, charge and spin, the calculation gives 27.3 kJ/mol. The HOMO-LUMO gap is 10.60 eV. For the total energy, the calculation gives -289.006635 hartree. As for the SMILES: CC(N)=O.CC.

XYZ file:
```
17
Properties=species:S:1:pos:R:3:forces:R:3:mulliken_charge:R:1
C 0.0231 1.2483 0.8123 0.8 -0.6 0.1 -0.71
C -1.3970 0.7848 0.9654 -0.3 -0.2 0.2 0.69
N -1.5510 -0.5777 1.0734 0.5 0.8 0.0 -0.39
O -2.3541 1.5254 0.9350 -0.1 0.2 0.0 -0.61
H 0.2765 1.0878 -0.2359 0.1 0.3 0.0 -0.02
H 0.7086 0.6197 1.3837 0.0 -0.2 0.0 0.30
H 0.2633 2.2599 1.1152 -0.6 0.2 -0.1 0.32
H -2.4963 -0.9203 1.0592 0.2 -0.3 0.1 0.22
H -0.7307 -1.1621 1.1214 -0.5 -0.2 0.0 0.19
C 1.4927 -1.0853 -1.8765 -0.3 0.0 0.1 -0.65
C 2.9095 -1.3595 -1.3993 0.8 1.4 0.1 -0.85
H 1.3322 -1.5026 -2.8681 -0.2 -0.1 0.0 0.35
H 0.7616 -1.4784 -1.1679 0.0 -0.4 -0.2 0.13
H 1.2135 -0.0329 -1.9332 0.5 0.2 -0.1 0.20
H 2.9937 -1.2903 -0.3128 -0.1 -0.6 0.0 0.26
H 3.6057 -0.5595 -1.6958 -0.3 -0.1 -0.3 0.26
H 3.3688 -2.2563 -1.8040 -0.3 -0.3 0.3 0.30
```
Forces are in eV/Å.